(1)
Formula: C42H109N7O13
Source: the OMol25 dataset
Level of theory: ωB97M-V/def2-TZVPD

Structure (ORCA input):
```
! wB97M-V def2-TZVPD RIJCOSX def2/J DEFGRID3
* xyz 0 1
C 2.69 5.84 0.17
O 2.71 4.93 1.29
C 1.90 5.32 2.39
C 2.25 4.44 3.59
C 1.46 3.14 3.49
N 1.75 5.16 4.79
H 3.15 5.31 -0.66
H 3.12 6.76 0.57
H 1.64 5.97 -0.11
H 2.02 6.40 2.59
H 0.85 5.31 2.10
H 3.32 4.30 3.67
H 1.58 2.46 4.33
H 1.95 2.57 2.68
H 0.46 3.21 3.08
H 2.40 5.94 4.94
H 1.90 4.60 5.62
C -1.61 -5.73 -0.55
O -0.57 -5.15 -1.35
C -1.01 -4.96 -2.68
C -0.93 -6.23 -3.54
C 0.50 -6.67 -3.75
N -1.61 -5.99 -4.85
H -1.54 -6.82 -0.60
H -2.64 -5.50 -0.81
H -1.37 -5.38 0.45
H -1.96 -4.42 -2.75
H -0.33 -4.25 -3.15
H -1.50 -7.02 -3.03
H 0.91 -6.95 -2.78
H 1.11 -5.86 -4.15
H 0.57 -7.56 -4.37
H -0.96 -5.34 -5.29
H -1.57 -6.87 -5.36
C 2.57 1.70 -0.65
O 1.59 0.91 -1.25
C 0.93 0.06 -0.35
C -0.32 -0.61 -0.92
C -0.09 -1.50 -2.12
N -1.27 0.43 -1.34
H 3.52 1.17 -0.51
H 2.26 2.02 0.36
H 2.80 2.63 -1.18
H 1.61 -0.77 -0.12
H 0.61 0.52 0.60
H -0.77 -1.20 -0.12
H -0.97 -2.09 -2.37
H 0.75 -2.20 -2.06
H 0.01 -0.90 -3.02
H -1.44 1.09 -0.58
H -0.84 1.05 -2.02
C 5.55 -2.85 6.57
O 4.88 -2.50 5.38
C 4.26 -1.20 5.43
C 3.46 -0.97 4.18
N 2.33 -1.86 3.99
C 1.62 -1.58 2.73
C 1.17 -2.85 2.08
O 2.36 -3.39 1.44
C 2.05 -4.29 0.40
H 4.85 -3.32 7.27
H 5.95 -1.98 7.10
H 6.30 -3.60 6.31
H 5.11 -0.51 5.38
H 3.90 -1.07 6.46
H 4.21 -1.02 3.39
H 3.02 0.04 4.20
H 2.70 -2.80 3.83
H 2.32 -1.11 2.02
H 0.81 -0.88 2.94
H 0.46 -2.70 1.25
H 0.79 -3.66 2.71
H 1.81 -3.80 -0.55
H 1.14 -4.87 0.57
H 2.93 -4.88 0.15
C -0.89 3.80 0.54
O -2.02 3.02 0.22
C -3.27 3.61 0.44
C -3.71 4.60 -0.67
N -3.93 3.73 -1.85
C -4.12 4.45 -3.09
C -2.84 5.02 -3.73
O -1.99 3.99 -4.22
C -0.69 4.52 -4.40
H -0.93 3.98 1.62
H -0.87 4.73 -0.05
H -0.01 3.30 0.13
H -3.25 4.27 1.33
H -3.99 2.84 0.67
H -3.00 5.38 -0.94
H -4.69 5.00 -0.39
H -3.19 3.04 -1.89
H -4.88 5.22 -2.98
H -4.50 3.76 -3.85
H -2.36 5.58 -2.92
H -3.11 5.64 -4.59
H 0.00 3.80 -4.82
H -0.24 4.84 -3.45
H -0.72 5.44 -5.00
C -2.42 -3.07 9.98
O -3.61 -2.61 9.32
C -3.49 -2.20 7.98
C -2.62 -0.95 7.72
N -2.23 -0.85 6.33
C -3.31 -0.28 5.51
C -3.12 -0.49 4.03
O -2.03 0.30 3.56
C -1.95 0.20 2.15
H -1.51 -2.82 9.43
H -2.55 -4.14 10.09
H -2.39 -2.51 10.92
H -4.53 -2.00 7.71
H -3.10 -2.99 7.33
H -1.70 -1.08 8.30
H -3.04 -0.02 8.13
H -1.40 -0.30 6.18
H -3.27 0.80 5.69
H -4.26 -0.65 5.88
H -4.00 0.00 3.58
H -3.10 -1.55 3.78
H -1.25 0.99 1.86
H -2.88 0.27 1.58
H -1.45 -0.73 1.87
C -5.15 -1.99 -8.86
O -4.24 -1.57 -7.87
C -3.79 -0.27 -8.15
C -3.13 0.28 -6.86
N -4.14 0.21 -5.82
C -3.64 0.68 -4.52
C -4.70 0.29 -3.48
O -4.86 -1.11 -3.41
C -3.73 -1.75 -2.88
H -5.70 -2.89 -8.59
H -4.69 -2.13 -9.84
H -5.94 -1.25 -9.06
H -4.60 0.43 -8.40
H -3.07 -0.25 -8.98
H -2.83 1.32 -7.02
H -2.22 -0.27 -6.61
H -4.47 -0.73 -5.69
H -3.54 1.77 -4.59
H -2.65 0.30 -4.22
H -5.64 0.69 -3.85
H -4.48 0.74 -2.51
H -3.97 -2.69 -2.38
H -3.35 -1.21 -1.99
H -2.95 -1.88 -3.63
C 6.42 1.03 0.76
C 6.37 1.77 2.08
C 5.31 2.83 2.22
O 6.26 0.88 3.18
H 5.46 0.54 0.56
H 7.15 0.22 0.79
H 6.72 1.65 -0.08
H 7.38 2.22 2.08
H 5.41 3.56 1.43
H 5.35 3.38 3.16
H 4.31 2.40 2.14
H 6.93 0.20 3.11
C 4.45 -0.62 -3.23
C 3.22 -1.20 -3.98
C 2.88 -0.31 -5.14
O 3.50 -2.51 -4.45
H 4.20 -0.06 -2.33
H 4.99 0.07 -3.89
H 5.13 -1.40 -2.89
H 2.47 -1.25 -3.19
H 3.78 -0.23 -5.76
H 2.63 0.69 -4.78
H 2.07 -0.61 -5.82
H 3.94 -2.46 -5.31
*
```

Summary:
SMILES string	COC[C@H](C)N.COC[C@H](C)N.COC[C@H](C)N.COCCNCCOC.COCCNCCOC.COCCNCCOC.COCCNCCOC.CC(C)O.CC(C)O
HOMO-LUMO gap	8.738	eV
HOMO level	-8.33	eV
LUMO level	0.405	eV

(2)
Formula: C42H110N6O13
Source: the OMol25 dataset
Level of theory: ωB97M-V/def2-TZVPD

Structure (ORCA input):
```
! wB97M-V def2-TZVPD RIJCOSX def2/J DEFGRID3
* xyz 0 1
C 4.98 -1.00 2.28
O 4.56 -0.70 3.57
C 3.74 0.46 3.63
C 3.14 0.51 5.01
C 1.99 1.50 5.06
N 4.18 0.97 5.97
H 4.13 -1.21 1.60
H 5.68 -1.84 2.31
H 5.49 -0.17 1.76
H 4.35 1.34 3.42
H 2.90 0.32 2.93
H 2.81 -0.50 5.27
H 1.33 1.44 5.92
H 1.30 1.36 4.22
H 2.34 2.51 4.85
H 3.81 0.88 6.91
H 4.93 0.30 5.91
C 3.43 -5.81 0.40
O 2.67 -5.01 -0.49
C 3.48 -4.32 -1.43
C 2.74 -3.12 -1.97
C 3.13 -2.75 -3.38
N 3.04 -1.94 -1.16
H 4.26 -6.31 -0.10
H 2.73 -6.56 0.76
H 3.75 -5.20 1.25
H 4.38 -3.95 -0.90
H 3.86 -5.01 -2.20
H 1.68 -3.38 -1.88
H 2.98 -3.53 -4.14
H 4.20 -2.53 -3.40
H 2.57 -1.91 -3.79
H 3.56 -2.07 -0.31
H 2.21 -1.38 -1.04
C 0.14 0.53 -2.83
O 0.56 -0.01 -1.59
C 0.66 0.98 -0.59
C 0.22 0.42 0.74
C -1.25 0.00 0.67
N 0.43 1.45 1.74
H -0.27 -0.30 -3.41
H 0.98 0.98 -3.38
H -0.67 1.25 -2.72
H 1.65 1.45 -0.53
H -0.02 1.82 -0.81
H 0.81 -0.47 1.01
H -1.78 -0.11 1.62
H -1.44 -0.84 0.02
H -1.77 0.90 0.30
H 0.02 1.29 2.65
H 0.17 2.36 1.38
C 6.09 0.70 -7.95
O 6.75 1.92 -7.65
C 5.97 2.95 -7.11
C 4.71 2.59 -6.38
N 4.96 1.73 -5.25
C 3.76 1.42 -4.47
C 4.12 1.04 -3.05
O 4.53 2.20 -2.35
C 5.41 1.88 -1.30
H 5.50 0.38 -7.09
H 6.88 -0.05 -8.06
H 5.50 0.80 -8.86
H 5.71 3.70 -7.88
H 6.61 3.56 -6.46
H 4.03 2.09 -7.08
H 4.18 3.51 -6.08
H 5.60 2.16 -4.60
H 3.21 0.57 -4.90
H 3.07 2.28 -4.46
H 4.89 0.27 -3.11
H 3.20 0.65 -2.61
H 5.69 2.81 -0.78
H 6.33 1.42 -1.66
H 4.90 1.28 -0.53
C 1.08 -4.03 7.13
O 0.48 -4.61 6.00
C 1.18 -5.75 5.56
C 0.44 -6.40 4.41
N 0.18 -5.56 3.26
C 1.09 -4.50 2.92
C 0.41 -3.56 1.93
O -0.89 -3.19 2.34
C -0.88 -2.35 3.47
H 2.17 -4.05 7.09
H 0.78 -4.54 8.06
H 0.72 -3.01 7.26
H 1.24 -6.48 6.38
H 2.20 -5.50 5.26
H -0.52 -6.81 4.73
H 0.97 -7.31 4.09
H -0.78 -5.26 3.18
H 2.01 -4.90 2.48
H 1.44 -3.93 3.80
H 0.31 -4.12 1.00
H 1.03 -2.69 1.70
H -0.53 -2.87 4.36
H -1.89 -1.98 3.66
H -0.30 -1.44 3.27
C -3.62 -0.83 -1.56
O -4.13 0.42 -1.16
C -5.47 0.30 -0.72
C -5.99 1.61 -0.20
N -7.24 1.49 0.48
C -7.67 2.69 1.14
C -8.97 2.50 1.88
O -8.83 1.44 2.79
C -10.05 0.99 3.34
H -3.89 -1.62 -0.84
H -2.56 -0.71 -1.70
H -4.07 -1.19 -2.50
H -5.59 -0.49 0.05
H -6.05 -0.06 -1.59
H -6.10 2.29 -1.07
H -5.23 2.18 0.37
H -7.27 0.69 1.10
H -7.77 3.50 0.40
H -6.91 3.10 1.84
H -9.76 2.30 1.15
H -9.20 3.45 2.39
H -9.84 0.02 3.77
H -10.80 0.82 2.55
H -10.48 1.74 4.01
C -3.39 3.68 -2.56
C -3.73 3.34 -4.00
C -3.39 1.93 -4.41
O -5.16 3.49 -4.17
H -3.62 4.72 -2.34
H -2.30 3.68 -2.42
H -3.86 2.95 -1.90
H -3.28 4.10 -4.66
H -2.35 1.80 -4.71
H -3.99 1.72 -5.30
H -3.72 1.24 -3.64
H -5.42 4.21 -3.59
C -1.77 -2.75 -5.27
C -0.39 -3.30 -4.92
C -0.52 -4.26 -3.77
O 0.13 -4.03 -6.05
H -2.21 -2.18 -4.46
H -2.40 -3.59 -5.59
H -1.69 -2.06 -6.12
H 0.30 -2.47 -4.72
H -0.81 -3.83 -2.81
H 0.26 -5.00 -3.58
H -1.33 -4.96 -4.05
H 0.75 -3.47 -6.54
C -3.84 2.30 2.84
C -2.45 2.28 3.47
C -2.27 3.32 4.55
O -2.09 0.99 3.98
H -3.87 2.89 1.92
H -4.64 2.72 3.45
H -4.22 1.31 2.59
H -1.81 2.45 2.61
H -1.26 3.38 4.97
H -2.93 3.08 5.39
H -2.56 4.33 4.24
H -2.61 0.86 4.79
C 0.46 5.10 2.61
C 0.34 5.01 1.10
C 1.62 4.56 0.43
O -0.74 4.15 0.69
H 1.41 5.56 2.91
H 0.35 4.14 3.12
H -0.29 5.78 3.04
H 0.15 6.03 0.74
H 1.46 4.53 -0.65
H 1.91 3.57 0.80
H 2.46 5.22 0.61
H -1.53 4.69 0.64
*
```

Summary:
SMILES string	COC[C@H](C)N.COC[C@H](C)N.COC[C@H](C)N.COCCNCCOC.COCCNCCOC.COCCNCCOC.CC(C)O.CC(C)O.CC(C)O.CC(C)O
HOMO-LUMO gap	8.498	eV
HOMO level	-8.19	eV
LUMO level	0.312	eV

The calculation returns the following relative energy (zero: lowest compared OMol25 entry of this formula, charge and spin) values, one per record and in order: 230.1; 0.0 kJ/mol.